Below is a molecular structure, C7H13NO2PPb at a distorted geometry, with properties calculated with the ωB97M-V functional and the def2-TZVPD basis.

Geometry as XYZ:
```
25
Properties=species:S:1:pos:R:3:forces:R:3:mulliken_charge:R:1
C -0.519 3.204 -2.024 0.2968 1.5897 2.3388 -0.37
C -0.851 3.841 -0.795 1.1859 -0.8612 -1.5723 -0.52
C -2.126 3.347 -0.386 -0.1776 0.1742 -0.7509 -0.24
C -2.642 2.511 -1.419 1.0807 -0.8247 -1.3003 -0.53
C -1.629 2.375 -2.413 -2.3872 -0.3619 1.3207 -0.41
Pb 0.757 -0.656 -1.202 -0.6733 0.5962 -1.5143 0.39
P 3.412 -0.076 -1.044 0.9882 0.6047 0.2916 -0.22
H 0.406 3.318 -2.581 -0.2051 0.1038 0.1050 0.44
H -0.232 4.550 -0.249 -0.1796 -0.2964 -0.1838 0.38
H -2.645 3.605 0.535 0.1394 -0.0401 -0.2357 0.42
H -1.686 1.766 -3.316 -0.0468 0.2608 0.2834 0.44
H -3.617 2.028 -1.433 0.3620 0.1464 0.0322 0.39
H 4.011 -0.412 0.219 -0.1100 0.2822 -0.7431 0.14
H 3.667 1.340 -1.138 0.2480 -0.7847 0.1090 0.15
H 4.365 -0.598 -1.984 -0.3804 0.3274 0.5597 0.15
N -0.791 -3.810 2.198 -0.4689 -0.4439 1.1421 -0.28
C 0.373 -2.877 2.386 -0.0913 -0.1551 0.3871 -0.50
C 0.493 -2.088 1.122 -0.2201 1.4309 -1.9581 0.98
O 1.057 -0.941 1.112 -0.3925 -2.2443 0.6034 -0.68
O -0.039 -2.611 0.082 0.4367 0.1690 1.9376 -0.77
H -1.632 -3.435 2.663 0.2477 -0.0599 -0.3880 0.36
H -0.605 -4.706 2.660 -0.0831 0.0619 -0.2884 0.36
H -0.996 -3.948 1.191 0.4033 0.3048 0.0066 0.35
H 0.203 -2.249 3.259 -0.0135 -0.0077 -0.1006 0.32
H 1.266 -3.476 2.557 0.0407 0.0276 -0.0814 0.27
```
Forces are in eV/Å.

The value obtained for the electronic energy is -27581.6793 eV. The calculation puts the gap between HOMO and LUMO (spin up / spin down) at 6.7 / 5.1 eV. As for the net charge: +1. As for the energy above the lowest of the compared OMol25 structures with the same formula, charge and spin: 39.6 kJ/mol.

=====

Below is a gas-phase ion, C6H10N (charge +1) at a distorted geometry, with properties calculated with the ωB97M-V functional and the def2-TZVPD basis.

Geometry as XYZ:
```
17
Properties=species:S:1:pos:R:3:forces:R:3:mulliken_charge:R:1
C -2.156 -1.863 -0.156 -1.8986 -4.8632 -0.5507 -0.36
C -1.741 -0.766 0.059 2.6336 6.6738 0.6080 0.39
C 1.150 -0.760 -0.171 -0.9077 -0.4548 -0.1330 -0.01
C 0.182 0.383 -0.041 8.6454 4.1440 0.4644 -0.22
C 2.620 -0.292 -0.099 -1.4007 -3.8836 3.4434 -1.56
C -1.852 1.731 0.182 0.0476 -1.7974 0.7796 -0.92
N -1.099 0.388 0.080 -10.1714 -2.4556 0.2366 -0.11
H -2.512 -2.872 -0.193 -0.0911 0.1003 -0.0725 0.43
H 1.109 -1.111 -1.232 -0.6176 -0.3745 0.7269 0.29
H 0.822 -1.647 0.573 1.0472 1.8199 -1.6610 0.35
H 0.453 1.517 0.230 0.7316 -2.8481 -0.6824 0.32
H 3.238 -1.168 -0.222 0.2451 -0.2502 -0.8405 0.40
H 2.855 0.455 -0.715 0.7938 2.8368 -2.5588 0.45
H 2.890 -0.078 0.909 -0.0157 0.9033 0.8969 0.41
H -1.494 2.125 1.110 0.4172 0.5374 0.5499 0.43
H -1.523 2.338 -0.636 -0.0582 0.2473 -0.5630 0.38
H -2.941 1.620 0.321 0.5995 -0.3353 -0.6437 0.33
```
Forces are in eV/Å.

The value obtained for the electronic energy is -7860.0568 eV. The calculation puts the gap between HOMO and LUMO (spin up / spin down) at 8.4 / 6.9 eV. The spin multiplicity is 3. As for the net charge: +1. As for the energy above the lowest of the compared OMol25 structures with the same formula, charge and spin: 412.5 kJ/mol.

=====

Below is 2 unconnected molecules or ions with the total composition C5H12IP at a distorted geometry, with properties calculated with the ωB97M-V functional and the def2-TZVPD basis.

Geometry as XYZ:
```
19
Properties=species:S:1:pos:R:3:forces:R:3:mulliken_charge:R:1
C 2.022 -0.590 -1.026 -0.6106 -0.8290 0.3510 -0.21
C 1.548 -1.097 -2.361 -0.9033 -0.3572 0.6371 -0.98
C 0.036 -0.682 1.891 -0.3156 1.0919 0.7675 -1.07
C -1.967 -0.222 -0.119 0.4967 -0.1834 0.1349 -1.12
C -0.697 1.938 0.934 3.3199 -2.1490 3.6371 -1.10
P -0.244 0.283 0.329 -0.1047 -1.6546 -1.2232 0.43
I 3.158 1.164 -1.038 0.1194 0.3020 -0.3883 -0.02
H 0.679 -1.840 -2.157 1.5736 1.1894 -0.7280 0.24
H 2.405 -1.567 -2.843 0.4237 -0.8982 0.6432 0.41
H 1.392 -0.419 -3.187 -1.0039 0.7796 -0.0335 0.36
H 0.131 -1.786 1.831 -0.5568 0.8074 -0.2632 0.34
H 1.025 -0.345 2.166 0.5428 0.0364 0.2829 0.33
H -0.630 -0.295 2.733 0.5046 -0.8922 -1.0250 0.33
H -2.146 -0.105 -1.185 -0.1890 0.0713 0.0498 0.28
H -2.191 -1.233 0.197 0.0640 -0.3105 -0.1620 0.36
H -2.574 0.438 0.483 -0.6540 0.1014 -0.1966 0.40
H -0.803 2.615 0.131 -0.5737 0.8739 -0.4038 0.35
H -1.493 1.637 1.676 0.5281 1.5204 -0.8392 0.38
H 0.349 2.107 1.544 -2.6614 0.5004 -1.2407 0.28
```
Forces are in eV/Å.

The value obtained for the electronic energy is -22764.5518 eV. The calculation puts the gap between HOMO and LUMO at 7.5 eV. As for the energy above the lowest of the compared OMol25 structures with the same formula, charge and spin: 393.6 kJ/mol.

=====

Below is a molecular structure, C25H51MnN4O2S2Si5, with properties calculated with the ωB97M-V functional and the def2-TZVPD basis.

Geometry as XYZ:
```
90
Properties=species:S:1:pos:R:3:forces:R:3:mulliken_charge:R:1
Mn -0.012 -1.765 0.719 -0.0179 -0.4042 0.2586 -0.81
N 0.747 -3.724 1.611 0.0626 0.0266 0.0122 -0.49
C -0.004 -4.743 0.859 -0.0270 0.0853 -0.0093 -0.62
C -1.406 -4.215 0.541 0.0091 -0.3092 -0.0464 0.54
O -2.339 -4.973 0.413 0.0200 0.0147 -0.0313 -0.67
O -1.481 -2.921 0.393 0.1068 0.4721 0.1115 -0.37
H 1.742 -3.923 1.626 -0.0630 0.0224 -0.0426 0.21
H 0.424 -3.682 2.575 0.0586 -0.0118 -0.0682 0.27
H -0.079 -5.704 1.369 -0.0393 0.0515 0.0021 0.37
H 0.496 -4.893 -0.101 -0.0138 -0.0188 0.0371 0.27
C -0.803 1.672 5.149 0.0280 0.0181 0.0016 -0.89
Si 0.871 0.883 5.384 0.0028 -0.0285 0.0191 0.17
C 2.042 2.156 6.102 -0.0014 -0.0360 0.0006 -1.23
C 0.759 -0.606 6.506 -0.0353 0.0179 -0.0111 -1.11
C 1.622 0.326 3.737 0.0246 0.0091 0.0150 0.27
C 2.958 0.569 3.440 -0.0265 0.0240 -0.0850 0.17
C 3.533 0.181 2.228 -0.0070 0.0186 0.0334 -1.30
C 2.741 -0.457 1.303 -0.0345 0.0232 -0.0250 -0.16
N 1.455 -0.701 1.570 -0.0025 0.0595 -0.0121 0.12
C 0.897 -0.343 2.740 -0.0179 -0.0524 0.0295 0.60
S -0.773 -0.850 2.769 -0.0307 -0.0612 -0.0442 -0.49
H -1.100 2.159 6.080 -0.0107 0.0185 0.0310 0.48
H -1.569 0.944 4.888 -0.0100 -0.0129 -0.0030 0.29
H -0.783 2.434 4.367 0.0085 0.0144 -0.0203 0.19
H 1.580 2.623 6.973 -0.0106 0.0080 0.0348 0.35
H 2.262 2.947 5.383 -0.0036 0.0326 -0.0201 0.38
H 2.987 1.721 6.430 0.0414 -0.0197 -0.0018 0.34
H 0.431 -0.315 7.506 -0.0197 0.0030 0.0241 0.36
H 1.727 -1.102 6.601 0.0300 -0.0032 0.0052 0.35
H 0.043 -1.331 6.116 -0.0139 -0.0207 -0.0172 0.29
H 3.575 1.088 4.162 0.0282 0.0133 0.0281 0.40
H 4.570 0.382 2.007 0.0225 0.0076 -0.0075 0.47
H 3.088 -0.788 0.334 -0.0197 0.0094 0.0297 0.24
C -1.734 -0.879 -5.291 0.0035 0.0110 -0.0038 -1.62
C -0.847 -0.377 -4.203 0.0141 -0.0161 0.0415 0.61
C -0.608 0.962 -3.949 -0.0255 -0.0306 -0.0355 -0.81
C 0.053 1.374 -2.797 -0.1101 0.0005 0.0764 -0.40
N 0.365 0.367 -1.838 0.2441 0.0431 0.1121 0.91
C 0.818 -0.858 -2.488 0.0299 -0.0790 -0.0099 0.62
S 1.096 -2.167 -1.251 0.0307 -0.0807 -0.0385 -0.60
N -0.171 -1.330 -3.468 -0.0577 0.1189 0.0346 -0.21
C 0.669 2.724 -2.635 -0.0128 -0.0328 -0.0048 -1.13
H -2.174 -0.047 -5.838 -0.0108 0.0079 -0.0077 0.43
H -2.550 -1.484 -4.886 -0.0216 -0.0237 0.0149 0.27
H -1.179 -1.509 -5.990 0.0060 -0.0065 -0.0116 0.32
H -0.925 1.695 -4.680 -0.0207 0.0272 -0.0204 0.23
H -0.648 -2.191 -3.251 -0.0015 -0.0908 -0.0043 0.46
H 0.092 3.491 -3.152 0.0014 0.0177 -0.0071 0.49
H 1.684 2.736 -3.052 0.0354 -0.0096 -0.0004 0.31
H 0.759 3.000 -1.586 0.0137 0.0040 -0.0128 -0.36
C -2.481 2.277 1.810 0.0064 -0.0151 -0.0027 -1.14
Si -1.126 2.329 0.511 0.1372 0.0254 0.1210 1.13
C -1.685 3.649 -0.726 -0.0724 -0.0475 0.0257 -1.37
C 0.461 2.912 1.341 -0.0049 -0.0069 -0.0190 -0.76
Si -0.799 0.205 -0.504 -0.1697 0.0591 -0.2874 0.46
Si 2.506 -0.651 -3.407 0.0247 -0.0687 0.0230 0.43
C 2.371 0.298 -5.018 -0.0101 -0.0105 0.0375 -1.07
C 3.723 0.221 -2.280 -0.0239 -0.0278 -0.0006 -1.07
C 3.136 -2.357 -3.855 -0.0253 0.0395 0.0103 -1.29
Si -2.997 -0.646 -0.885 -0.1347 0.1890 -0.2033 1.31
C -3.913 -0.846 0.740 0.1070 0.0406 0.0573 -1.15
C -3.840 0.791 -1.780 0.0003 0.0659 -0.0139 -1.24
C -3.270 -2.173 -1.948 0.0233 -0.0554 0.0941 -1.37
H -2.469 3.235 2.338 -0.0109 0.0454 0.0062 0.45
H -2.355 1.483 2.544 0.0013 0.0009 -0.0179 0.14
H -3.461 2.174 1.344 -0.0270 0.0025 -0.0010 0.41
H -0.902 4.384 -0.907 0.0247 0.0252 -0.0059 0.47
H -2.543 4.175 -0.303 -0.0301 0.0116 0.0138 0.50
H -1.990 3.234 -1.687 0.0029 -0.0043 -0.0142 0.23
H 0.310 3.896 1.792 -0.0187 0.0359 -0.0099 0.51
H 1.286 2.992 0.630 0.0249 -0.0124 0.0018 0.32
H 0.770 2.228 2.133 0.0043 -0.0035 -0.0018 -0.23
H 2.172 1.359 -4.878 -0.0165 0.0501 0.0088 0.24
H 1.583 -0.112 -5.650 -0.0289 -0.0194 -0.0233 0.28
H 3.318 0.197 -5.553 0.0372 0.0036 -0.0170 0.45
H 3.306 1.145 -1.878 -0.0217 0.0325 0.0196 0.27
H 4.632 0.466 -2.834 0.0231 0.0273 -0.0263 0.51
H 4.013 -0.415 -1.443 0.0275 -0.0271 -0.0219 0.30
H 2.424 -2.865 -4.507 -0.0213 -0.0190 -0.0120 0.33
H 3.303 -2.986 -2.982 0.0049 -0.0053 0.0273 0.31
H 4.079 -2.265 -4.398 0.0305 0.0036 -0.0275 0.38
H -3.736 0.000 1.403 -0.0548 -0.0307 0.0360 0.18
H -3.642 -1.761 1.262 0.0426 -0.0522 -0.0346 0.21
H -4.982 -0.879 0.514 -0.0447 -0.0108 0.0146 0.43
H -3.897 1.693 -1.165 0.0228 -0.0278 -0.0013 0.22
H -4.861 0.509 -2.046 -0.0624 -0.0168 -0.0026 0.46
H -3.312 1.047 -2.702 0.0212 0.0048 -0.0207 0.27
H -3.798 -2.923 -1.357 -0.0412 0.0140 0.0061 0.44
H -2.356 -2.658 -2.279 0.0846 -0.0118 -0.0405 0.10
H -3.877 -1.913 -2.816 0.0119 -0.0351 -0.0490 0.44
```
Forces are in eV/Å.

The value obtained for the electronic energy is -129193.0228 eV. The calculation puts the gap between HOMO and LUMO (spin up / spin down) at 5.2 / 7.2 eV. The spin multiplicity is 5. As for the energy above the lowest of the compared OMol25 structures with the same formula, charge and spin: 0.0 kJ/mol.

=====

Below is a molecular structure, C23H17N5OS4Y, with properties calculated with the ωB97M-V functional and the def2-TZVPD basis.

Geometry as XYZ:
```
51
Properties=species:S:1:pos:R:3:forces:R:3:mulliken_charge:R:1
Y 0.613 -0.017 -0.617 -0.0746 -0.1698 -0.1529 0.81
C 3.465 -3.679 -0.739 0.0174 -0.0136 -0.0149 -0.84
C 3.122 -4.342 0.422 0.0112 0.0146 0.0046 -0.43
C 2.447 -3.650 1.420 0.0143 0.0524 -0.0224 -0.74
C 2.107 -2.328 1.198 -0.0098 -0.0859 -0.0711 0.99
N 2.375 -1.699 0.039 0.0530 -0.0090 0.0738 -0.43
C 3.068 -2.359 -0.891 0.0244 0.0185 0.0366 -0.29
C 1.458 -1.490 2.233 0.0021 0.0617 0.0660 0.60
C 1.550 -1.767 3.592 -0.0472 -0.0285 -0.0246 -1.03
C 1.012 -0.867 4.493 -0.0067 -0.0053 0.0049 -0.72
C 0.423 0.299 4.030 -0.0555 -0.0228 -0.0442 -0.97
C 0.366 0.510 2.661 0.0878 0.0379 0.0397 0.69
N 0.859 -0.379 1.792 0.0372 0.0411 0.1397 0.36
C -0.129 1.785 2.071 -0.0969 -0.0393 0.1915 0.84
C -0.978 2.635 2.768 0.0736 0.0100 -0.0382 -0.73
C -1.312 3.856 2.206 0.0027 -0.0170 -0.0047 -0.45
C -0.789 4.192 0.968 0.0040 0.0072 -0.0096 -0.72
C 0.004 3.266 0.318 -0.0113 0.0306 -0.0298 -0.11
N 0.321 2.079 0.843 0.0229 -0.0907 -0.0615 -0.41
H 4.012 -4.168 -1.534 -0.0033 0.0006 0.0125 0.46
H 3.381 -5.383 0.562 -0.0003 -0.0003 -0.0076 0.46
H 2.176 -4.144 2.342 0.0006 0.0051 -0.0034 0.35
H 3.307 -1.805 -1.789 -0.0037 -0.0008 -0.0143 0.79
H 2.069 -2.649 3.937 -0.0143 -0.0012 0.0018 0.37
H 1.083 -1.054 5.557 0.0061 0.0036 -0.0093 0.45
H 0.057 1.042 4.722 -0.0026 -0.0090 -0.0008 0.37
H -1.375 2.343 3.730 0.0080 0.0220 0.0013 0.39
H -1.967 4.538 2.731 -0.0012 -0.0026 0.0026 0.48
H -1.004 5.143 0.501 0.0003 -0.0074 -0.0006 0.45
H 0.392 3.474 -0.671 0.0022 -0.0006 0.0064 0.47
O 2.025 -5.457 -4.205 -0.0470 0.0092 -0.0418 -0.57
C 1.570 -4.446 -3.751 0.0933 0.0033 0.0841 0.62
S 2.099 -2.819 -4.217 0.0166 0.0404 -0.0159 -0.11
C 1.088 -1.920 -3.093 -0.1126 -0.0729 0.1445 -0.08
C 0.261 -2.648 -2.304 0.0970 0.1299 -0.0976 0.46
S -0.856 -2.105 -1.053 -0.1033 -0.0149 -0.0198 -0.41
S 0.311 -4.393 -2.507 -0.0260 0.0056 0.0556 -0.14
S 1.400 -0.177 -3.096 0.0007 0.0174 -0.1696 -0.50
N -4.684 3.561 -2.375 -0.0282 0.0170 0.0027 -0.47
C -3.626 2.779 -2.056 0.0659 -0.0268 0.0197 1.06
C -3.648 1.939 -0.930 -0.0341 0.0139 -0.0050 -0.92
C -2.542 1.183 -0.638 0.0348 -0.0039 0.0069 -0.26
N -1.416 1.184 -1.366 0.0698 0.1179 -0.0348 0.24
C -1.406 1.970 -2.456 -0.0242 0.0381 0.0391 -0.38
C -2.450 2.784 -2.822 -0.0551 -0.0519 -0.0213 -0.83
H -5.566 3.423 -1.917 0.0038 0.0038 0.0027 0.22
H -4.705 4.040 -3.258 0.0052 -0.0066 -0.0045 0.22
H -4.527 1.874 -0.303 0.0088 -0.0005 -0.0140 0.36
H -2.558 0.524 0.225 -0.0066 -0.0131 0.0128 0.40
H -0.512 1.924 -3.066 0.0096 0.0126 -0.0162 0.27
H -2.369 3.394 -3.712 -0.0088 -0.0200 0.0006 0.39
```
Forces are in eV/Å.

The value obtained for the electronic energy is -78009.2327 eV. The calculation puts the gap between HOMO and LUMO at 5.7 eV. As for the net charge: +1. As for the energy above the lowest of the compared OMol25 structures with the same formula, charge and spin: 0.0 kJ/mol.

=====

Below is 3 unconnected molecules or ions with the total composition C4H7NO at a distorted geometry, with properties calculated with the ωB97M-V functional and the def2-TZVPD basis.

Geometry as XYZ:
```
13
Properties=species:S:1:pos:R:3:forces:R:3:mulliken_charge:R:1
C -0.480 -1.278 -0.792 -0.1690 0.0779 0.0196 -0.55
C -1.512 -0.585 -0.313 0.1684 -0.1652 -0.0778 -0.14
C -1.651 0.824 -0.562 -0.0594 0.9699 -0.1893 0.28
N -1.736 1.965 -0.745 0.0765 -1.1128 0.1709 -0.41
H -0.355 -2.331 -0.561 -0.0707 0.1263 -0.0369 0.25
H 0.276 -0.815 -1.419 -0.1525 -0.0801 0.0649 0.28
H -2.272 -1.044 0.312 0.1092 0.0722 -0.0673 0.32
H 0.521 0.005 2.147 -0.1102 0.0005 0.0781 -0.14
H -0.207 0.045 2.305 0.0426 0.0278 0.0536 0.14
C 1.851 0.812 -0.095 0.1686 -0.1881 0.2430 -0.24
O 2.336 0.092 0.742 -0.1282 0.3314 -0.4206 -0.40
H 2.232 0.827 -1.135 0.0209 0.0161 0.0974 0.32
H 0.997 1.484 0.117 0.1039 -0.0759 0.0643 0.30
```
Forces are in eV/Å.

The value obtained for the electronic energy is -7796.1304 eV. The calculation puts the gap between HOMO and LUMO at 10.6 eV. As for the energy above the lowest of the compared OMol25 structures with the same formula, charge and spin: 339.0 kJ/mol.